(1)
Below is a molecular structure, C6H9N at a distorted geometry, with properties calculated with the ωB97M-V functional and the def2-TZVPD basis.

For the LUMO energy, the calculation gives 1.168 eV. Its HOMO energy is -8.14 eV. The gap between HOMO and LUMO comes out at 9.31 eV. The relative energy (zero: lowest compared OMol25 entry of this formula, charge and spin) is 525.9 kJ/mol. As for the spin multiplicity: 1.

Last column: Löwdin charge in e.
Positions of all 16 atoms, in Å:
C1 1.92872 -0.12724 -0.04549  -0.13
N1 0.59891 -0.49184 -0.05973  -0.18
C2 -0.39501 -0.06595 1.00119  -0.23
C3 -0.47349 1.21619 0.13247  -0.11
C4 -0.42766 0.13539 -0.97946  -0.23
C5 -1.55540 -0.89212 -0.73454  -0.03
C6 -1.53429 -1.02591 0.59124  -0.03
H1 2.43280 -0.57064 0.82327  0.08
H2 2.40412 -0.39001 -0.99953  0.08
H3 2.02928 1.39176 0.10133  0.14
H4 -0.07966 -0.03974 2.04597  0.13
H5 0.73186 1.75466 0.16484  0.10
H6 -1.32112 1.91308 0.21942  0.10
H7 -0.14668 0.37320 -2.00711  0.13
H8 -2.11585 -1.45513 -1.48042  0.10
H9 -2.07653 -1.72571 1.22655  0.10

---

(2)
Below is a molecular structure, C55H40F10InN8P2Se2 at a distorted geometry, with properties calculated with the ωB97M-V functional and the def2-TZVPD basis.

For the LUMO energy, the calculation gives 1.532 eV. Its charge is -1. Its HOMO energy is -4.84 eV. The gap between HOMO and LUMO comes out at 6.37 eV. As for the spin multiplicity: 1.

Last column: Löwdin charge in e.
Positions of all 118 atoms, in Å:
In1 -0.08405 -2.37900 -0.77142  1.05
C1 0.27700 -6.08188 -0.36529  -0.05
N1 0.73275 -4.75360 0.00017  -0.28
C2 0.46240 -4.44315 1.38939  -0.20
C3 -1.03635 -4.23839 1.57095  -0.24
N2 -1.57380 -3.40844 0.50054  -0.05
C4 -2.88931 -3.09108 0.52615  -0.23
C5 -3.42289 -2.21507 -0.44007  -0.16
F1 -2.58903 -1.77274 -1.39992  0.04
C6 -4.72359 -1.77753 -0.48332  -0.15
F2 -5.10157 -0.90611 -1.42170  0.12
C7 -5.64680 -2.25313 0.43071  -0.15
F3 -6.92886 -1.86343 0.39272  0.10
C8 -5.20256 -3.16508 1.36404  -0.15
F4 -6.07629 -3.69251 2.23108  0.11
C9 -3.87828 -3.56158 1.42357  -0.14
F5 -3.59845 -4.46030 2.39588  0.06
C10 2.09579 -4.52318 -0.43816  -0.19
C11 2.11967 -4.37040 -1.97179  -0.23
N3 0.84757 -3.83692 -2.41687  -0.06
C12 0.57584 -3.75141 -3.72091  -0.22
C13 1.42802 -3.99644 -4.82723  -0.14
F6 2.73638 -4.28977 -4.64161  0.06
C14 0.99466 -3.91507 -6.13685  -0.16
F7 1.85829 -4.17218 -7.12944  0.10
C15 -0.30303 -3.56288 -6.44992  -0.16
F8 -0.70878 -3.49051 -7.73036  0.09
C16 -1.17468 -3.28467 -5.40593  -0.15
F9 -2.43824 -2.94267 -5.67446  0.12
C17 -0.73988 -3.38180 -4.10899  -0.15
F10 -1.59792 -3.10465 -3.10329  0.06
H1 0.79387 -6.85279 0.22700  0.10
H2 -0.79521 -6.17206 -0.19674  0.09
H3 0.46682 -6.25164 -1.42343  0.09
H4 0.81838 -5.21834 2.08599  0.13
H5 0.96030 -3.50457 1.61806  0.08
H6 -1.53321 -5.21098 1.57859  0.11
H7 -1.20875 -3.77220 2.54915  0.10
H8 2.44231 -3.59405 0.01811  0.09
H9 2.77914 -5.32895 -0.12903  0.13
H10 2.96551 -3.72751 -2.24468  0.11
H11 2.29763 -5.34588 -2.44182  0.11
C18 2.69331 -1.42029 5.53601  -0.10
C19 3.75665 -1.35097 4.64467  -0.10
C20 3.52113 -1.31533 3.28255  -0.04
C21 2.21162 -1.35270 2.79175  -0.26
C22 1.15328 -1.47198 3.68601  -0.13
C23 1.39533 -1.48800 5.05000  -0.09
N4 1.94676 -1.32758 1.39834  0.09
N5 2.78975 -0.67754 0.76379  0.07
C24 2.66426 -0.58702 -0.62644  -0.29
C25 3.67865 0.19919 -1.20145  -0.04
C26 3.71013 0.42021 -2.55942  -0.09
C27 2.72221 -0.13923 -3.36278  -0.06
C28 1.72268 -0.91763 -2.79907  -0.13
C29 1.67448 -1.15833 -1.42956  -0.15
H12 2.87924 -1.42717 6.60287  0.10
H13 4.77551 -1.32294 5.01113  0.10
H14 4.33682 -1.27384 2.57482  0.11
H15 0.13725 -1.49728 3.31184  -0.11
H16 0.56215 -1.55289 5.73854  0.11
H17 4.43171 0.61744 -0.54367  0.10
H18 4.48766 1.03381 -2.99733  0.10
H19 2.73053 0.03679 -4.43183  0.10
H20 0.95714 -1.32250 -3.44401  0.09
Se1 -3.32032 4.65661 -0.32938  0.33
P1 -1.44491 3.97884 -0.99919  0.55
C30 -0.15044 4.91064 -0.11028  -0.34
C31 0.61067 5.90943 -0.70917  -0.08
C32 1.49217 6.65942 0.05670  -0.08
C33 1.61662 6.42022 1.41709  -0.09
C34 0.83094 5.45089 2.02440  -0.07
C35 -0.05837 4.71299 1.26343  -0.10
C36 -1.10153 4.29042 -2.75596  -0.37
C37 0.16610 4.03191 -3.27520  -0.11
C38 0.42747 4.28757 -4.60898  -0.08
C39 -0.57397 4.79309 -5.42964  -0.09
C40 -1.83547 5.04460 -4.91482  -0.08
C41 -2.09918 4.79515 -3.57431  -0.10
C42 -1.13245 2.20741 -0.85163  -0.38
C43 -1.06553 1.20863 0.14125  -0.40
N6 -0.81674 0.05631 -0.51684  -0.07
N7 -0.77472 0.31087 -1.80902  -0.05
N8 -0.95159 1.58178 -2.03672  0.03
P2 -1.07682 1.09950 1.92898  0.64
Se2 -1.66455 -0.75756 2.73268  0.55
C44 -2.24743 2.31106 2.58732  -0.39
C45 -1.98422 3.02698 3.74924  -0.10
C46 -3.00597 3.73729 4.35948  -0.08
C47 -4.28030 3.72980 3.81132  -0.08
C48 -4.53952 3.01919 2.64834  -0.10
C49 -3.52647 2.30014 2.03889  -0.16
C50 0.63425 1.46601 2.44303  -0.33
C51 0.99091 1.23205 3.77103  -0.13
C52 2.30539 1.39090 4.17689  -0.09
C53 3.27312 1.76639 3.25453  -0.08
C54 2.92690 1.97734 1.92956  -0.08
C55 1.61052 1.82741 1.52127  -0.10
H21 0.51546 6.10556 -1.76858  0.10
H22 2.07672 7.44103 -0.41246  0.10
H23 2.31811 6.99709 2.00700  0.10
H24 0.90418 5.27439 3.09055  0.11
H25 -0.71021 3.99162 1.73633  0.07
H26 0.93981 3.62405 -2.63641  0.11
H27 1.41197 4.09145 -5.01489  0.10
H28 -0.36446 4.98928 -6.47397  0.10
H29 -2.61394 5.43579 -5.55719  0.10
H30 -3.07725 4.99191 -3.15222  0.05
H31 -0.98536 3.03305 4.16846  0.10
H32 -2.80682 4.29001 5.26906  0.10
H33 -5.07704 4.27964 4.29673  0.10
H34 -5.52977 3.02535 2.21228  0.11
H35 -3.72073 1.73156 1.13756  0.10
H36 0.23575 0.89349 4.46993  0.10
H37 2.57607 1.20768 5.20912  0.11
H38 4.30257 1.88306 3.57072  0.11
H39 3.68223 2.25501 1.20537  0.10
H40 1.34910 1.98604 0.48269  0.11

---

(3)
Below is 3 unconnected molecules or ions with the total composition C18H35FN3O3 at a distorted geometry, with properties calculated with the ωB97M-V functional and the def2-TZVPD basis.

For the LUMO energy, the calculation gives -5.463 eV. Its charge is +1. Its HOMO energy is -9.38 eV. The gap between HOMO and LUMO comes out at 3.92 eV. As for the spin multiplicity: 1.

Last column: Löwdin charge in e.
Positions of all 60 atoms, in Å:
O1 -5.79797 8.61828 -2.18264  0.22
C1 -4.78073 8.39364 -1.63680  -0.45
O2 -4.20540 9.23815 -0.74378  0.12
C2 -3.94968 7.18316 -2.01119  -0.06
C3 -2.72495 6.91410 -1.40992  0.06
C4 -2.03644 5.78744 -1.79907  0.07
N1 -2.56379 4.97304 -2.73251  -0.02
O3 -1.84002 3.86633 -3.12372  0.12
C5 -3.73660 5.22735 -3.32303  -0.20
F1 -4.15300 4.37574 -4.20994  0.22
C6 -4.46930 6.35098 -2.97829  0.14
H1 -4.26182 8.83813 0.13629  0.14
H2 -2.29626 7.56519 -0.67091  0.14
H3 -1.07437 5.54903 -1.38295  0.16
H4 -2.11989 3.14483 -2.53195  0.15
H5 -5.41081 6.54616 -3.46313  0.16
C7 1.50811 2.67978 -2.38919  -0.09
C8 1.65753 1.80919 -1.15439  -0.27
N2 0.40392 1.19341 -0.74975  -0.21
C9 0.46949 0.57068 0.56605  -0.24
C10 1.40611 -0.62689 0.75347  -0.08
C11 -0.27278 0.41726 -1.77770  -0.26
C12 0.48187 -0.75505 -2.41654  -0.07
H6 0.74421 3.44317 -2.21885  0.05
H7 2.44738 3.18399 -2.61576  0.08
H8 1.23071 2.10274 -3.27181  0.07
H9 1.99741 2.44119 -0.33012  0.12
H10 2.45815 1.07644 -1.33017  0.11
H11 -0.54285 0.27904 0.85863  0.11
H12 0.76224 1.34846 1.27801  0.11
H13 0.99651 -1.53609 0.31502  0.06
H14 1.54017 -0.82185 1.81858  0.06
H15 2.39476 -0.45078 0.32945  0.07
H16 -0.56730 1.10269 -2.58159  0.08
H17 -1.21521 0.05243 -1.36034  0.11
H18 1.51856 -0.50347 -2.64121  0.07
H19 0.00300 -1.03493 -3.35661  0.08
H20 0.47527 -1.63760 -1.78051  0.06
C13 2.38383 -7.59459 3.27421  -0.09
C14 1.97845 -6.17878 3.65427  -0.27
N3 2.41103 -5.17691 2.69680  -0.20
C15 2.25375 -3.81716 3.17786  -0.25
C16 0.83395 -3.29738 3.44091  -0.09
C17 2.01412 -5.40860 1.31918  -0.25
C18 0.51437 -5.52144 1.00670  -0.08
H21 3.46370 -7.66833 3.14147  0.08
H22 2.09067 -8.28351 4.06679  0.07
H23 1.89883 -7.93118 2.35736  0.06
H24 2.44448 -5.93947 4.61367  0.12
H25 0.89029 -6.15842 3.82585  0.10
H26 2.75216 -3.14531 2.47224  0.10
H27 2.82433 -3.73198 4.10786  0.11
H28 0.31099 -3.06230 2.51425  0.04
H29 0.88435 -2.37353 4.02239  0.07
H30 0.23039 -4.00351 4.01076  0.07
H31 2.50100 -6.32496 0.97868  0.10
H32 2.45128 -4.61791 0.70345  0.11
H33 -0.01533 -6.12505 1.74433  0.07
H34 0.37591 -5.99899 0.03457  0.07
H35 0.03125 -4.54603 0.95530  0.05